Here is a molecular structure, C14H23BN6OPb in a non-equilibrium geometry from OMol25. Energies are from the ωB97M-V functional and the def2-TZVPD basis.

Computed properties:
Orbital gap ... 4.2511 eV

Structure (ORCA input):
```
! wB97M-V def2-TZVPD RIJCOSX def2/J DEFGRID3
* xyz 2 1
H -0.22918 2.66654 1.03622
N 0.10293 1.55066 -0.71991
B 0.77164 0.73933 -3.01332
N 0.62014 1.87210 -1.95797
C 0.86106 3.19417 -2.02619
Pb -0.84774 -0.79276 -0.05185
H 1.24656 3.62444 -2.94432
C 0.52785 3.75343 -0.79649
H 0.59784 4.78277 -0.51230
C 0.07816 2.68105 0.00371
H 1.20205 1.16694 -4.04144
C -1.83948 -2.44827 1.15026
H -2.09044 -2.58110 2.20587
H -0.83773 -2.90726 1.05941
H -2.55272 -2.99582 0.52553
N -0.65865 0.12527 -3.17298
N 1.67687 -0.38491 -2.43375
N -1.38030 -0.42303 -2.10590
N 1.34038 -1.02851 -1.25476
C -1.40291 0.07716 -4.28390
C 2.80467 -0.91907 -2.93597
H -0.98156 0.45913 -5.21107
H 3.19333 -0.56124 -3.88228
C -2.63382 -0.49376 -3.97140
C 3.25045 -1.89796 -2.05528
C -2.60333 -0.79107 -2.60888
C 2.31812 -1.92318 -1.00383
H -3.43836 -0.66436 -4.65765
H 4.12450 -2.50894 -2.16110
H -3.37037 -1.23217 -1.98437
H 2.32472 -2.53208 -0.10922
H -2.13762 -1.10810 1.10649
C -1.39684 0.44586 3.92422
C -0.02727 0.13567 3.31466
C 0.98698 1.11449 3.91109
C 0.40160 -1.27295 3.73966
O -0.06315 0.29023 1.93327
H -1.35981 0.39234 5.02090
H -2.15415 -0.26442 3.57071
H -1.71553 1.45517 3.63953
H 0.99762 1.04826 5.00694
H 1.99574 0.89346 3.54981
H 0.74824 2.14490 3.63475
H -0.29346 -2.04020 3.37790
H 1.40140 -1.49835 3.34853
H 0.44156 -1.34388 4.83669
*
```

Atomic partial charges in e from the Löwdin method, atoms 1 to 5:
1. H 0.103
2. N -0.032
3. B -0.465
4. N -0.028
5. C -0.028